This record from the Open Molecules 2025 dataset describes C44H46FN9O6SY as an isolated structure. The level of theory is the ωB97M-V functional and the def2-TZVPD basis.

Properties
- ΔE to the lowest compared entry with this formula, charge and spin: 0.00 kcal/mol
- Total charge: -1
- HOMO-LUMO gap: 2.48 eV

Last column: Mulliken charge in e.
Atoms and positions in Å:
Y  1.40  -1.56  1.13  -1.1890
F  -3.76  0.68  -1.85  -0.4473
C  -2.51  1.08  -2.20  0.9426
C  -1.44  0.25  -2.05  -1.0530
C  -0.17  0.74  -2.37  1.0385
C  0.98  -0.03  -1.87  0.0723
O  0.77  -1.10  -1.29  -0.6751
C  2.27  0.58  -2.01  0.4035
C  2.37  1.75  -2.67  -0.2704
N  1.29  2.48  -3.12  0.3484
C  1.50  3.77  -3.71  -0.4452
C  2.55  3.92  -4.76  -0.8867
C  1.10  3.98  -5.14  -0.4567
C  0.01  2.02  -2.90  -0.1958
C  -1.11  2.86  -3.02  0.2768
C  -2.34  2.41  -2.60  -1.8289
N  -3.39  3.36  -2.34  0.7464
C  -3.91  3.31  -0.99  0.5580
C  -4.51  4.66  -0.67  -1.0222
N  -5.60  4.92  -1.68  -0.0954
C  -5.07  4.89  -3.09  -0.7431
C  -4.41  3.55  -3.33  -0.5592
C  3.45  -0.07  -1.28  -0.0287
O  4.49  -0.27  -1.91  -0.8030
O  3.19  -0.33  -0.08  -0.1852
H  -1.53  -0.74  -1.61  0.5833
H  3.33  2.23  -2.80  0.6736
H  1.35  4.60  -3.03  0.5507
H  3.10  3.03  -5.03  0.3316
H  3.13  4.83  -4.75  0.2414
H  0.69  3.12  -5.66  0.2250
H  0.67  4.93  -5.42  0.2858
H  -0.99  3.91  -3.25  0.3626
H  -3.09  3.10  -0.29  -0.4657
H  -4.67  2.53  -0.85  0.3467
H  -3.78  5.46  -0.78  0.3552
H  -4.96  4.70  0.32  0.3248
H  -6.08  5.80  -1.49  0.3679
H  -6.29  4.17  -1.59  0.4125
H  -4.34  5.70  -3.15  0.3664
H  -5.91  5.09  -3.76  0.4139
H  -3.96  3.54  -4.33  0.4247
H  -5.17  2.75  -3.31  0.2739
C  5.09  -2.60  3.88  -0.8934
C  5.27  -1.45  4.63  -0.6775
C  4.40  -0.39  4.46  -0.9549
C  3.34  -0.49  3.54  0.6762
C  3.13  -1.64  2.76  1.2170
C  4.04  -2.68  2.97  -0.2658
C  2.42  0.67  3.37  1.0195
C  2.38  1.75  4.28  -1.2189
C  1.54  2.80  4.06  -1.3653
C  0.74  2.86  2.90  1.6489
C  -0.13  3.96  2.59  -1.7502
C  -0.82  3.90  1.39  -0.1678
C  -0.73  2.86  0.49  -1.9813
C  0.08  1.65  0.77  1.6696
C  0.84  1.75  2.06  -1.4911
N  1.62  0.68  2.30  0.7679
H  5.77  -3.44  4.00  0.3888
H  6.09  -1.36  5.34  0.3476
H  4.56  0.52  5.03  0.2607
H  3.93  -3.59  2.40  0.2043
H  2.98  1.72  5.17  0.3539
H  1.49  3.62  4.78  0.3559
H  -0.20  4.80  3.26  0.2803
H  -1.44  4.75  1.12  0.3622
H  -1.25  2.91  -0.45  1.0336
H  0.82  1.45  -0.02  -0.6503
C  3.00  -3.46  -3.08  -0.9113
N  2.40  -4.50  -2.27  0.0237
C  2.95  -5.82  -2.54  -1.1834
C  2.16  -4.17  -0.93  0.5475
N  2.63  -3.15  -0.34  -0.1308
N  1.33  -5.08  -0.30  0.2279
C  1.02  -5.11  1.06  -0.2956
N  0.04  -6.07  1.32  -0.7142
N  1.61  -4.35  1.88  -0.2783
H  2.91  -3.75  -4.13  0.3613
H  4.07  -3.31  -2.85  0.4201
H  2.48  -2.52  -2.92  0.0720
H  2.68  -6.13  -3.55  0.3525
H  2.57  -6.55  -1.83  0.3875
H  4.05  -5.81  -2.46  0.3311
H  3.30  -2.63  -0.90  0.1284
H  0.68  -5.55  -0.91  0.3910
H  -0.79  -5.87  0.75  0.2801
H  -0.24  -6.01  2.29  0.3774
H  1.24  -4.41  2.82  0.2442
O  -1.79  -4.30  -0.06  -0.9271
C  -1.45  -3.46  0.80  -0.2806
O  -0.55  -2.58  0.63  0.5511
C  -2.14  -3.47  2.15  0.2585
C  -3.38  -4.10  2.18  -0.7891
C  -4.16  -4.17  3.32  -0.6408
C  -3.66  -3.59  4.48  -0.5199
C  -2.43  -2.97  4.47  -1.0896
C  -1.61  -2.88  3.32  1.2357
S  -0.06  -2.11  3.58  -0.4960
H  -3.72  -4.55  1.25  0.3959
H  -5.12  -4.67  3.31  0.3627
H  -4.24  -3.62  5.40  0.3583
H  -2.05  -2.53  5.38  0.4277
C  -1.72  0.33  1.69  -0.8409
O  -0.65  0.36  0.75  1.1479
H  -1.34  0.43  2.71  0.2935
H  -2.20  -0.64  1.58  0.1226
H  -2.42  1.15  1.48  0.0527


This record from the Open Molecules 2025 dataset describes C44H46GeN5O6PPtS2 as an isolated structure in a non-equilibrium geometry. The level of theory is the ωB97M-V functional and the def2-TZVPD basis.

Properties
- 2S+1: 5
- ΔE to the lowest compared entry with this formula, charge and spin: 3.96 kcal/mol
- Total charge: +2
- HOMO-LUMO gap (alpha / beta): 7.42 / 4.09 eV

Last column: Mulliken charge in e.
Atoms and positions in Å:
Pt  -10.31  0.94  19.48  1.8332
O  -9.60  -0.51  23.33  -0.5116
C  -9.25  -0.03  22.14  -0.1046
O  -9.52  1.08  21.72  -0.4684
C  -8.38  -0.94  21.30  -0.7589
P  -9.39  -1.24  19.80  1.5201
C  -8.17  -1.77  18.59  1.1015
C  -7.03  -1.01  18.35  -0.7222
C  -6.19  -1.24  17.21  -0.9099
C  -6.56  -2.23  16.31  -0.7843
C  -7.74  -2.97  16.58  -0.6122
C  -8.51  -2.79  17.70  -1.1093
C  -10.41  -2.65  20.14  0.1634
C  -11.79  -2.44  20.06  1.4914
C  -12.66  -3.45  20.53  -1.2558
C  -12.10  -4.60  21.04  -0.8781
C  -10.71  -4.81  21.06  -1.0286
C  -9.87  -3.84  20.61  -0.6290
H  -8.21  -1.92  21.68  0.7157
H  -7.45  -0.43  21.06  0.5314
H  -6.72  -0.21  18.96  0.3701
H  -5.30  -0.70  16.97  0.4872
H  -5.95  -2.40  15.46  0.5062
H  -8.05  -3.80  15.91  0.3891
H  -9.35  -3.42  17.89  0.4503
H  -12.16  -1.46  19.74  -0.4390
H  -13.72  -3.36  20.40  0.5094
H  -12.67  -5.45  21.40  0.4209
H  -10.37  -5.76  21.39  0.5006
H  -8.80  -3.96  20.64  0.5731
O  -9.43  3.88  19.85  -0.5606
C  -10.46  3.73  20.68  0.9032
O  -11.24  2.87  20.75  -0.4348
C  -10.39  4.71  21.83  -1.1061
C  -11.78  4.92  22.46  -1.0034
Ge  -13.09  5.82  21.23  2.2059
C  -12.30  5.73  19.47  -0.4529
C  -11.29  6.65  19.24  -0.5046
C  -10.69  6.78  17.97  -0.8634
C  -10.97  5.87  16.96  -0.5689
C  -11.88  4.81  17.23  -0.6015
C  -12.50  4.80  18.45  0.1121
C  -14.86  4.91  21.17  -0.4237
C  -16.03  5.64  21.27  -0.1740
C  -17.28  5.04  21.31  -0.9174
C  -17.35  3.64  21.17  -0.3800
C  -16.18  2.89  21.01  -0.8000
C  -14.93  3.54  21.10  0.2630
C  -13.41  7.70  21.78  -0.1925
C  -13.75  8.67  20.81  -0.0803
C  -14.02  9.98  21.20  -0.7728
C  -13.99  10.34  22.52  -0.3847
C  -13.68  9.42  23.52  -0.8262
C  -13.41  8.10  23.11  -0.4651
H  -9.97  5.67  21.55  0.4441
H  -9.71  4.27  22.56  0.5673
H  -11.61  5.58  23.29  0.7607
H  -12.19  3.99  22.88  0.0217
H  -11.10  7.43  19.89  0.6295
H  -9.92  7.55  17.87  0.4025
H  -10.50  5.97  16.01  0.4825
H  -12.12  4.04  16.47  0.4631
H  -13.11  3.94  18.64  0.6214
H  -15.94  6.76  21.33  0.2405
H  -18.23  5.56  21.42  0.4228
H  -18.29  3.05  21.17  0.3362
H  -16.16  1.82  20.78  0.3112
H  -14.03  2.98  21.11  0.3806
H  -13.71  8.38  19.74  0.2842
H  -14.17  10.75  20.48  0.4439
H  -14.20  11.36  22.72  0.4171
H  -13.67  9.66  24.57  0.4125
H  -13.14  7.36  23.77  0.4543
S  -8.58  2.05  18.30  -0.5158
C  -8.42  1.40  16.65  0.3796
N  -7.36  1.79  15.86  -0.0803
C  -7.63  1.48  14.48  -0.6077
C  -8.76  0.47  14.56  -0.4917
N  -9.27  0.65  15.94  0.5101
H  -6.68  2.49  16.10  0.2438
H  -6.75  1.13  13.96  0.3432
H  -8.09  2.37  14.06  0.3389
H  -8.45  -0.58  14.38  0.3124
H  -9.53  0.74  13.80  0.3581
H  -10.07  0.19  16.35  0.0423
S  -12.22  1.23  18.25  -0.1340
C  -12.70  -0.30  17.60  -0.2903
N  -13.84  -0.80  18.07  -0.3439
C  -14.19  -1.98  17.51  -0.2461
C  -13.45  -2.60  16.52  -0.8563
C  -12.30  -1.99  16.13  -0.1222
N  -11.87  -0.89  16.72  -0.0319
H  -14.25  -0.51  20.38  0.2161
H  -15.10  -2.42  17.89  0.5229
H  -13.74  -3.60  16.17  0.4175
H  -11.72  -2.43  15.32  0.4649
N  -12.06  0.52  23.83  -0.4948
C  -13.26  -0.20  23.33  -0.8330
C  -13.19  -0.29  21.84  -0.0719
O  -14.32  -0.76  21.27  -0.5855
O  -12.30  0.17  21.21  0.4064
H  -12.28  0.84  24.80  0.3051
H  -11.89  1.34  23.24  0.0713
H  -10.50  -0.19  23.61  0.5217
H  -14.25  0.20  23.62  0.4882
H  -13.36  -1.26  23.69  0.3437